Entry P
The following is a quantum chemistry calculation of a 4-piece molecular cluster, C2H11NO3 overall, from OMol25.

XYZ file:
```
17
Properties=species:S:1:pos:R:3:mulliken_charge:R:1
H -0.19766 -2.24579 3.13998 0.30
H -1.40596 -1.77091 2.31717 0.36
H 0.40930 -1.55640 0.67384 0.36
C 0.77701 1.91666 -1.32016 0.04
H 1.52989 0.06069 -1.26458 0.24
O -0.48089 -2.06703 2.23913 -0.68
O -2.16130 -0.29263 1.29835 -0.71
H 2.65389 1.25993 -0.78524 0.24
H -0.93445 0.59130 -1.70072 0.35
H 1.01634 2.94358 -1.09480 0.34
H -1.32889 0.05382 1.62351 0.35
C -0.49440 1.57467 -1.60180 -0.92
N 1.83869 1.02184 -1.34286 -0.46
H 1.07194 -2.35989 -0.41187 0.29
H -1.11870 2.37676 -1.98288 0.21
O 0.87340 -1.46483 -0.16336 -0.63
H -2.04821 -0.04179 0.37629 0.32
```

Output
- gap between HOMO and LUMO (eV) = 8.479
- E_LUMO (eV) = 0.60
- structure (SMILES) = C=CN.O.O.O
- multiplicity = 1
- highest occupied orbital energy (eV) = -7.88



Entry Q
The following is a quantum chemistry calculation of C2H11NO3 as an isolated structure, from OMol25.

XYZ file:
```
17
Properties=species:S:1:pos:R:3:mulliken_charge:R:1
H -0.24541 1.98791 1.04297 0.32
O 2.05836 -1.45885 -0.25924 -0.73
H -0.04320 0.55669 2.01101 0.34
O -1.42546 -0.65875 -0.91258 -0.74
H -0.72429 0.43530 0.26678 0.18
O -2.56626 -0.00662 1.06989 -0.81
H 2.26574 -2.36316 -0.50950 0.23
H -2.04935 -0.42033 0.00417 0.39
H 0.35424 0.11402 -1.30294 0.36
C -0.03573 0.90457 0.98324 -0.44
H 0.94869 1.80677 -1.59756 0.31
C 1.18264 0.84738 -1.11914 -0.70
N 1.25424 0.90953 0.31086 -0.06
H -3.17589 -0.53588 1.58552 0.23
H 1.81102 0.07766 0.59881 0.46
H 2.07098 0.41492 -1.57636 0.35
H -1.16468 -1.58858 -0.87557 0.32
```

Output
- gap between HOMO and LUMO (eV) = 4.360
- E_LUMO (eV) = -4.78
- multiplicity = 1
- highest occupied orbital energy (eV) = -9.14



It is entry P that is most stable; the runner-up trails by 184.5 kcal/mol.



Entry P
The following is a quantum chemistry calculation of a 3-piece molecular cluster, C2H11NO3 overall, from OMol25.

XYZ file:
```
17
Properties=species:S:1:pos:R:3:mulliken_charge:R:1
H 0.60643 -0.20116 -1.42704 0.42
H 0.11192 -1.18953 -2.47127 0.31
H -2.55811 -0.21824 -0.13556 0.27
O 0.61476 0.69526 0.15562 -0.64
H -3.22129 1.22692 0.58712 0.32
N -1.40707 0.58038 1.39806 -0.39
C -0.19413 -0.08486 1.05830 -0.26
H 2.35508 -1.06716 -0.90777 0.39
O 2.88264 -0.85484 -0.13904 -0.65
H -1.20060 1.47603 1.80554 0.25
O 0.91253 -0.89524 -2.04239 -0.74
H 0.37287 -0.28201 1.96742 0.31
C -2.29385 0.76832 0.24871 -0.79
H 3.76939 -0.82451 -0.46799 0.30
H -0.44548 -1.03131 0.57534 0.29
H 1.56556 0.51839 0.34342 0.34
H -1.87063 1.38354 -0.54847 0.28
```

Output
- gap between HOMO and LUMO (eV) = 10.133
- E_LUMO (eV) = 0.79
- structure (SMILES) = CNCO.O.O
- multiplicity = 1
- highest occupied orbital energy (eV) = -9.35



Entry Q
The following is a quantum chemistry calculation of a 4-piece molecular cluster, C2H11NO3 overall, from OMol25.

XYZ file:
```
17
Properties=species:S:1:pos:R:3:mulliken_charge:R:1
H 1.22040 0.96053 1.10120 0.29
H 1.35577 -1.61030 1.54741 0.29
H -2.33853 -0.18503 1.02481 0.24
H 0.83392 2.43772 0.05265 0.23
C -1.36578 0.30512 1.27863 -0.29
O 0.96784 -2.51150 1.50632 -0.62
O 0.58742 -1.77415 -1.20730 -0.63
H 0.61237 -2.04596 -2.15034 0.31
N -0.75397 0.96528 0.39215 -0.21
C 0.43135 1.67385 0.81618 -0.84
O -0.45781 0.97137 -2.61764 -0.67
H 1.24311 -2.62799 0.59834 0.32
H -1.00479 0.55367 2.33049 0.22
H 0.57186 -0.80707 -1.34283 0.31
H -1.23433 0.82704 -3.34754 0.33
H -0.80476 0.62884 -1.74347 0.36
H 0.13595 2.23859 1.76093 0.35
```

Output
- gap between HOMO and LUMO (eV) = 10.853
- E_LUMO (eV) = 0.66
- structure (SMILES) = C=NC.O.O.O
- multiplicity = 1
- highest occupied orbital energy (eV) = -10.19



It is entry P that is most stable; the runner-up trails by 35.7 kcal/mol.